Molecular formula: C5H8N2
Method: DFT, ωB97M-V/def2-TZVPD

Values from the calculation:
Charge: 0
HOMO level: -7.779 eV
Kohn-Sham gap: 0.2978 Eh
Relative energy (zero: lowest compared OMol25 entry of this formula, charge and spin): 351.9 kJ/mol

Each atom is followed by the atoms it is bonded to, with distances in Å.
Geometry (Å):
1 C -2.32051 -0.27348 0.10036  C2 1.517, H8 1.094, H9 1.093, H10 1.095
2 C -0.90077 0.23959 -0.04542  C1 1.517, C3 1.401, C7 1.359
3 C -0.78995 1.47188 -0.70164  C2 1.401, H11 1.107
4 N 1.50648 1.27489 -0.30247  C5 1.301, H12 1.027
5 C 1.46222 0.03020 0.07216  N4 1.301, N6 1.389, C7 1.432
6 N 2.53358 -0.83349 0.26293  C5 1.389, H13 1.011, H14 1.010
7 C 0.16400 -0.51873 0.32687  C2 1.359, C5 1.432, H15 1.080
8 H -2.51855 -1.00996 -0.68437  C1 1.094
9 H -2.41976 -0.75874 1.07454  C1 1.093
10 H -3.08152 0.50977 0.02046  C1 1.095
11 H -1.24473 2.30002 -0.12489  C3 1.107
12 H 2.44927 1.55906 -0.59473  N4 1.027
13 H 2.30927 -1.81432 0.16016  N6 1.011
14 H 3.43828 -0.59519 -0.11702  N6 1.010
15 H 0.04460 -1.49439 0.77425  C7 1.080

Molecular formula: C5H8N2
Method: DFT, ωB97M-V/def2-TZVPD

Values from the calculation:
Charge: 0
HOMO level: -8.744 eV
Kohn-Sham gap: 0.3453 Eh
Relative energy (zero: lowest compared OMol25 entry of this formula, charge and spin): 217.8 kJ/mol

Each atom is followed by the atoms it is bonded to, with distances in Å.
Geometry (Å):
1 C -2.45902 1.60414 -0.72500  C2 1.504, H8 1.095, H9 1.093, H10 1.093
2 C -1.85065 0.24546 -0.51008  C1 1.504, C3 1.304, H11 1.088
3 C -1.16017 -0.12762 0.53122  C2 1.304, N4 1.236
4 N -0.50653 -0.56522 1.48477  C3 1.236, C5 1.425
5 C 0.89186 -0.72657 1.26609  N4 1.425, N6 1.260, H12 1.096
6 N 1.39534 -0.57432 0.12076  C5 1.260, C7 1.439
7 C 2.76642 -0.94764 -0.10720  N6 1.439, H13 1.095, H14 1.100, H15 1.095
8 H -3.45482 1.64478 -0.27112  C1 1.095
9 H -1.85142 2.40047 -0.28674  C1 1.093
10 H -2.57017 1.80333 -1.79373  C1 1.093
11 H -2.00300 -0.53376 -1.25405  C2 1.088
12 H 1.43085 -1.08037 2.15265  C5 1.096
13 H 3.34083 -0.07183 -0.42577  C7 1.095
14 H 3.25846 -1.41358 0.75980  C7 1.100
15 H 2.77201 -1.65728 -0.94160  C7 1.095

Molecular formula: C5H8N2
Method: DFT, ωB97M-V/def2-TZVPD

Values from the calculation:
Charge: 0
HOMO level (alpha / beta): -7.145 / -7.147 eV
Kohn-Sham gap (alpha / beta): 0.2741 / 0.2742 Eh
Relative energy (zero: lowest compared OMol25 entry of this formula, charge and spin): 415.2 kJ/mol

Each atom is followed by the atoms it is bonded to, with distances in Å.
Geometry (Å):
1 C -0.40776 -1.62507 -0.77004  C2 1.490, H8 1.098, H9 1.094, H10 1.094
2 C -0.01159 -0.52092 0.14856  C1 1.490, C3 1.457, C6 1.475, N7 1.835
3 C -0.89653 0.26235 1.00071  C2 1.457, C4 1.658, H11 1.093, H12 1.092
4 C -0.45563 1.71279 0.32997  C3 1.658, N5 1.199, N7 1.497
5 N -0.79517 2.86068 0.40078  C4 1.199
6 C 1.33625 0.07669 0.17558  C2 1.475, N7 1.468, H13 1.091, H14 1.093
7 N 0.55336 1.06999 -0.56934  C2 1.835, C4 1.497, C6 1.468, H15 1.025
8 H -0.51364 -2.54930 -0.18674  C1 1.098
9 H -1.37763 -1.41610 -1.23178  C1 1.094
10 H 0.33661 -1.79974 -1.55256  C1 1.094
11 H -0.60874 0.27132 2.05489  C3 1.093
12 H -1.96439 0.07269 0.87721  C3 1.092
13 H 2.08021 -0.40873 -0.45699  C6 1.091
14 H 1.74262 0.41869 1.13127  C6 1.093
15 H 0.98204 1.57468 -1.35153  N7 1.025